The following is a DFT calculation (ωB97M-V with the def2-TZVPD basis set) of C26H20N2O6 in the gas phase in a non-equilibrium geometry.

ORCA input file:
```
! wB97M-V def2-TZVPD RIJCOSX def2/J DEFGRID3
* xyz 0 1
C 6.2412 -2.0161 5.2051
O 6.3561 -1.7362 3.8307
C 5.2234 -1.5790 3.0983
C 5.4071 -1.3058 1.7392
C 4.3252 -1.1310 0.9112
C 3.0194 -1.2130 1.4057
C 1.8959 -1.0276 0.4845
C 0.5969 -0.7054 0.9397
C -0.4390 -0.5738 0.0428
C -1.7618 -0.2841 0.6408
O -1.9079 0.3433 1.6663
O -2.8057 -0.8078 -0.0160
C -4.0531 -0.6740 0.6540
C -4.2770 0.7103 1.2648
O -4.8422 0.8441 2.3196
C -3.8334 1.8677 0.4371
C -3.4319 3.0319 1.0934
C -2.9718 4.1240 0.3782
C -2.9151 4.0745 -1.0031
C -3.3362 2.9208 -1.6538
N -3.2970 2.8621 -3.0936
O -2.8663 3.8240 -3.6893
O -3.6973 1.8452 -3.6234
C -3.7948 1.8159 -0.9491
C -0.1814 -0.7183 -1.3482
C -1.1236 -0.5547 -2.3777
C -0.7756 -0.6926 -3.6998
C -1.7920 -0.5423 -4.7862
C 0.5594 -1.0006 -4.0312
C 1.5078 -1.1546 -3.0635
C 1.1711 -1.0129 -1.6994
N 2.1492 -1.1677 -0.7983
C 2.8447 -1.4909 2.7580
C 3.9281 -1.6741 3.5976
H 5.7179 -2.9616 5.3803
H 5.7261 -1.2105 5.7379
H 7.2619 -2.0967 5.5756
H 6.4162 -1.2385 1.3645
H 4.4626 -0.9244 -0.1381
H 0.3969 -0.5551 1.9886
H -4.1218 -1.4128 1.4603
H -4.8229 -0.8833 -0.0929
H -3.4760 3.0487 2.1713
H -2.6559 5.0153 0.8973
H -2.5577 4.9084 -1.5879
H -4.1292 0.9506 -1.5010
H -2.1450 -0.3208 -2.1255
H -1.3359 -0.1401 -5.6879
H -2.2167 -1.5164 -5.0313
H -2.6049 0.1113 -4.4791
H 0.8248 -1.1083 -5.0731
H 2.5345 -1.3807 -3.3043
H 1.8534 -1.5915 3.1730
H 3.7494 -1.8949 4.6383
*
```

## Properties
- SMILES: COc1ccc(-c2cc(C(=O)OCC(=O)c3cccc([N+](=O)[O-])c3)c3cc(C)ccc3n2)cc1
- Energy relative to the best compared isomer or geometry (same formula, charge and spin): 36.8 kJ/mol
- Max |F|: 0.025 hartree/bohr
- Orbital gap: 0.26690 Eh
- M: 456.45 g/mol

The following is a DFT calculation (ωB97M-V with the def2-TZVPD basis set) of C26H20N4O2S in the gas phase in a non-equilibrium geometry.

ORCA input file:
```
! wB97M-V def2-TZVPD RIJCOSX def2/J DEFGRID3
* xyz 0 1
O -3.6927 3.0336 2.5659
C -2.9511 3.0128 1.6132
C -2.0384 4.1781 1.2830
S -0.4050 3.6976 1.9719
C 0.1254 2.6516 0.6839
N 0.1055 2.9224 -0.5971
N 0.5643 1.8521 -1.2407
C 0.8635 0.9270 -0.3567
C 1.3380 -0.3999 -0.7004
C 1.9471 -0.6111 -1.9383
C 2.3434 -1.8937 -2.2654
C 2.1104 -2.9192 -1.3604
C 1.5006 -2.6036 -0.1569
N 1.1297 -1.3813 0.1750
N 0.5910 1.3892 0.9001
C 0.8393 0.7573 2.1748
C 2.2486 0.9981 2.6067
C 3.4034 0.3302 2.3203
C 4.4421 1.0518 2.9567
C 3.8399 2.1041 3.5738
O 2.5156 2.0817 3.3652
C -2.7437 1.8123 0.7655
C -2.7265 1.8779 -0.6250
C -2.4532 0.7494 -1.3695
C -2.1489 -0.4636 -0.7511
C -1.7674 -1.6365 -1.5483
C -1.0344 -1.4794 -2.7235
C -0.6525 -2.5798 -3.4672
C -0.9965 -3.8557 -3.0540
C -1.7298 -4.0236 -1.8915
C -2.1122 -2.9252 -1.1450
C -2.1951 -0.5283 0.6413
C -2.5133 0.5872 1.3885
H -2.3405 5.0791 1.8140
H -1.8976 4.3576 0.2209
H 2.0886 0.2249 -2.6032
H 2.8242 -2.0948 -3.2114
H 2.3954 -3.9356 -1.5807
H 1.2991 -3.3643 0.5863
H 0.1533 1.1973 2.9042
H 0.6596 -0.3122 2.0493
H 3.4941 -0.5631 1.7369
H 5.4862 0.8165 2.9523
H 4.2288 2.9051 4.1701
H -2.9412 2.8084 -1.1284
H -2.4668 0.8134 -2.4462
H -0.7382 -0.4901 -3.0385
H -0.0815 -2.4407 -4.3736
H -0.6975 -4.7147 -3.6364
H -2.0085 -5.0158 -1.5673
H -2.7040 -3.0669 -0.2529
H -1.9510 -1.4525 1.1426
H -2.5498 0.5349 2.4670
*
```

## Properties
- SMILES: O=C(CSc1nnc(-c2ccccn2)n1Cc1ccco1)c1ccc(-c2ccccc2)cc1
- Energy relative to the best compared isomer or geometry (same formula, charge and spin): 0.4 kJ/mol
- Max |F|: 0.024 hartree/bohr
- Orbital gap: 0.30984 Eh
- M: 452.54 g/mol

The following is a DFT calculation (ωB97M-V with the def2-TZVPD basis set) of a molecular structure, C26H20N4O4S2Tl.

ORCA input file:
```
! wB97M-V def2-TZVPD RIJCOSX def2/J DEFGRID3
* xyz 1 1
Tl 0.4877 -0.4044 0.5417
C -3.1476 2.3210 0.8294
N -2.9054 1.5515 2.0467
C -3.1413 1.9864 3.3320
C -2.7553 1.0009 4.1638
N -2.2728 -0.0344 3.3797
C -2.3836 0.3124 2.0688
S -2.0793 -0.5827 0.6364
C -1.8554 -1.3037 3.8899
C -2.3865 -1.7706 5.0837
C -1.9358 -2.9973 5.5407
C -0.9971 -3.6966 4.7980
C -0.5326 -3.1259 3.6257
N -0.9460 -1.9408 3.1805
H -3.4297 3.3281 1.1225
H -3.9480 1.8641 0.2523
H -2.2392 2.3407 0.2297
H -3.5463 2.9600 3.5389
H -2.7336 0.9696 5.2368
H -3.1435 -1.2254 5.6275
H -2.3257 -3.4046 6.4633
H -0.6311 -4.6610 5.1185
H 0.2155 -3.6249 3.0215
S 4.4645 -0.9090 2.7374
C 3.2240 -0.8706 3.9082
C 1.9961 -0.7130 3.3421
C 2.0645 -0.6206 1.9265
C 3.3457 -0.7115 1.4523
C 3.7680 -0.6160 0.0448
C 5.0976 -0.7071 -0.3486
C 5.4029 -0.5756 -1.6927
C 4.3804 -0.3596 -2.6013
C 3.0819 -0.2912 -2.1230
N 2.7826 -0.4158 -0.8354
H 3.4634 -0.9608 4.9551
H 1.0864 -0.6524 3.9171
H 5.8797 -0.8748 0.3793
H 6.4297 -0.6415 -2.0260
H 4.5776 -0.2493 -3.6575
H 2.2466 -0.1387 -2.7957
O -0.0727 -0.7335 -1.6384
C -0.1619 0.5175 -1.8527
O 0.0545 1.3353 -0.9053
C -0.5055 1.0037 -3.2027
C -0.6185 2.3694 -3.4311
C -0.9418 2.8679 -4.6927
C -1.1357 1.9415 -5.6884
O -1.4611 2.1669 -6.9851
C -1.5048 0.8859 -7.6221
O -1.2716 -0.1030 -6.6204
C -1.0195 0.5742 -5.4633
C -0.7087 0.0673 -4.2334
H -0.4403 3.0483 -2.6092
H -1.0333 3.9269 -4.8843
H -0.7181 0.8340 -8.3770
H -2.4922 0.7362 -8.0587
H -0.6281 -0.9933 -4.0459
*
```

## Properties
- Energy relative to the best compared isomer or geometry (same formula, charge and spin): 0.0 kJ/mol
- Max |F|: 0.004 hartree/bohr
- Orbital gap: 0.27666 Eh
- M: 720.99 g/mol

The following is a DFT calculation (ωB97M-V with the def2-TZVPD basis set) of a molecular structure, C26H20N5O6Pd.

ORCA input file:
```
! wB97M-V def2-TZVPD RIJCOSX def2/J DEFGRID3
* xyz 1 1
Pd 1.9179 2.1424 0.6104
O 6.4971 -1.2064 -1.7652
C 7.4233 -0.7151 -2.3567
O 8.3122 -0.3129 -2.9213
C 5.3463 -0.3819 -1.1571
C 4.2946 -1.1371 -0.7474
C 3.2428 -0.3959 -0.2097
N 3.3357 0.9259 -0.0804
C 4.4074 1.6033 -0.5019
C 5.4930 0.9735 -1.0821
C 4.3841 3.1219 -0.3131
O 5.3542 3.7390 -0.6894
O 3.3055 3.5490 0.2340
H 4.2346 -2.2082 -0.8596
H 2.3315 -0.8724 0.1320
H 6.3331 1.5815 -1.3995
C -1.7724 -0.3065 -3.4156
N -0.3505 -0.0462 -3.2840
C 0.3998 0.8160 -4.0435
C 1.6701 0.7291 -3.5553
N 1.7147 -0.1644 -2.5125
C 0.4834 -0.6076 -2.3839
H -1.9874 -0.7735 -4.3753
H -2.3336 0.6220 -3.3268
H -2.0825 -0.9722 -2.6132
H -0.0295 1.3979 -4.8402
H 2.5434 1.2618 -3.8950
H 0.1405 -1.3173 -1.6457
O 0.1714 3.1144 1.3757
C -0.3885 1.9889 1.3887
N -1.6374 1.6144 1.6701
C -1.7468 0.1486 1.5501
C -0.3106 -0.2133 1.0551
O 0.0870 -1.3223 0.7723
N 0.3926 0.9423 1.0184
C -2.0451 -0.4619 2.9142
C -1.0275 -0.8821 3.7621
C -1.3265 -1.3495 5.0341
C -2.6420 -1.3962 5.4684
C -3.6620 -0.9780 4.6249
C -3.3654 -0.5169 3.3521
C -2.7622 -0.2690 0.4937
C -3.4905 0.6600 -0.2362
C -4.4487 0.2355 -1.1517
C -4.6694 -1.1160 -1.3532
C -3.9246 -2.0494 -0.6390
C -2.9800 -1.6304 0.2825
H -2.2924 2.1883 2.1758
H 0.0038 -0.8596 3.4326
H -0.5285 -1.6807 5.6852
H -2.8736 -1.7627 6.4594
H -4.6916 -1.0168 4.9550
H -4.1698 -0.2115 2.6931
H -3.3265 1.7191 -0.0893
H -5.0242 0.9694 -1.7010
H -5.4216 -1.4454 -2.0579
H -4.0925 -3.1078 -0.7898
H -2.4161 -2.3571 0.8528
*
```

## Properties
- Energy relative to the best compared isomer or geometry (same formula, charge and spin): 33.6 kJ/mol
- Max |F|: 0.003 hartree/bohr
- Orbital gap: 0.24482 Eh
- M: 604.90 g/mol